Molecular formula: CH5IN4O
Method: DFT, ωB97M-V/def2-TZVPD

The geometry in XYZ format:
```
12
Properties=species:S:1:pos:R:3:forces:R:3:nbo_charge:R:1
C -0.739 -0.428 -0.151 0.1 -1.1 1.0 0.669
N 0.386 -1.189 -0.139 0.1 1.3 0.8 -0.254
N -0.839 0.888 -0.282 0.2 0.5 -1.0 -0.084
N 1.712 -0.924 -0.028 -0.5 2.0 0.9 -0.502
N -0.065 1.827 -0.039 1.5 2.6 2.0 -0.324
O -1.905 -1.047 -0.120 2.5 -1.0 -0.3 -0.600
I -3.419 0.140 0.167 -1.2 0.9 0.2 0.854
H 0.160 -2.146 -0.166 -0.4 -1.8 -0.5 0.461
H 2.073 -0.359 0.761 -0.8 -0.3 -0.6 0.428
H 2.378 -1.628 -0.285 -0.2 -0.8 -0.6 0.450
H -0.207 2.682 -0.577 -0.4 -0.1 -0.7 0.442
H 0.465 2.184 0.860 -0.8 -2.1 -1.3 0.459
```
Positions in Å, forces in eV/Å.

## Properties
- Electronic energy: -632.18193 Ha
- Lowest unoccupied orbital energy (spin up / spin down): -12.08 / -12.34 eV
- Total charge: +2
- E_HOMO (spin up / spin down): -0.67340 / -0.66670 Eh